Here is a single C2H4N2O2 molecule from OMol25. Energies are from ωB97M-V/def2-TZVPD.

Geometry as ORCA input:
```
! RIJCOSX wB97M-V def2-TZVPD def2/J DEFGRID3
* xyz 0 1
N -1.6450 -0.6035 0.9378
C -0.7417 0.3077 0.4753
O -0.7679 1.4910 0.7663
N 0.2313 -0.3027 -0.3703
C 1.2160 0.4461 -0.6798
O 2.2314 -0.0006 -1.4154
H -2.3427 -0.3140 1.6120
H -1.5917 -1.5760 0.6723
H 1.3562 1.4898 -0.3853
H 2.0541 -0.9379 -1.6129
*
```

Output
structure (SMILES) = NC(=O)/N=C/O
Kohn-Sham gap = 0.398 hartree
maximum force = 0.451 eV/Å
electronic energy = -338.6309 hartree
LUMO energy = 0.031 Ha
relative energy (zero: lowest compared OMol25 entry of this formula, charge and spin) = 14.01 kcal per mole
HOMO = -10.003 eV